Record 1
Below is a cluster of 8 separate species, C16H48O16 in total in a non-equilibrium geometry, with properties calculated with wB97M-V/def2-TZVPD.

Properties
E: -1842.1007 Eh
Kohn-Sham gap: 10.07 eV
multiplicity: 1
ΔE to the lowest compared entry with this formula, charge and spin: 1.151 eV

Geometry as XYZ:
```
80
C16H48O16 | OMol25 | wB97M-V/def2-TZVPD
O -2.44835 4.91642 3.93588
C -1.08591 4.41847 3.72586
C -1.10030 3.17855 2.82986
O 0.21608 2.96037 2.21651
H -2.87108 4.34284 4.56666
H -0.58879 5.22916 3.17963
H -0.52706 4.32565 4.64800
H -1.84997 3.29261 2.04474
H -1.33197 2.34468 3.46308
H 0.52282 3.74349 1.72649
O -1.43699 -2.88384 2.08904
C -2.48033 -2.61576 3.01033
C -1.93627 -1.65137 4.03671
O -1.58331 -0.40774 3.47703
H -1.69119 -2.43904 1.29062
H -3.42962 -2.30887 2.54050
H -2.71555 -3.61936 3.40146
H -1.07333 -2.09540 4.55826
H -2.74912 -1.50725 4.72445
H -0.92188 -0.49615 2.69518
O -0.88657 4.99065 -2.32322
C 0.19262 4.18285 -2.57362
C 0.84062 3.68350 -1.26755
O 0.98218 4.74699 -0.27187
H -1.67550 4.42859 -2.28043
H 0.03080 3.40779 -3.30662
H 1.00734 4.77244 -2.93846
H 1.87348 3.29461 -1.49707
H 0.30453 2.87355 -0.81750
H 0.30341 5.39606 -0.42818
O -1.45517 0.15606 -2.43527
C -2.34021 -0.97728 -2.41343
C -1.85461 -2.00952 -1.42736
O -1.94310 -1.57347 -0.09375
H -1.73046 0.69298 -1.69112
H -3.34292 -0.56321 -2.15354
H -2.39929 -1.33958 -3.48102
H -0.83309 -2.35983 -1.70369
H -2.54465 -2.85093 -1.46879
H -1.42783 -0.76335 -0.01130
O -2.29940 1.90644 -0.29590
C -3.42888 1.71753 0.47986
C -4.61843 1.36631 -0.35783
O -5.86847 1.62984 0.21787
H -2.05878 2.84525 -0.25571
H -3.35054 0.99515 1.37390
H -3.60791 2.72870 0.87535
H -4.63009 0.38643 -0.81687
H -4.67308 2.06101 -1.23658
H -5.93432 1.49146 1.18022
O 0.07187 0.01910 1.06358
C 1.39684 -0.38367 0.61454
C 1.92091 -1.48755 1.50597
O 1.26985 -2.71753 1.46712
H 0.07359 0.95986 1.12998
H 1.23244 -0.78321 -0.35035
H 2.07600 0.51987 0.67452
H 1.66973 -1.05970 2.49723
H 2.99149 -1.66854 1.39635
H 0.34577 -2.75032 1.74188
O 4.95127 0.13720 -3.19759
C 5.47833 -1.09926 -2.71775
C 5.00693 -1.57934 -1.35850
O 3.60642 -1.63720 -1.45618
H 4.04244 -0.03697 -3.47654
H 5.22321 -1.88866 -3.39802
H 6.54723 -1.05285 -2.67440
H 5.29048 -0.82937 -0.61872
H 5.43300 -2.56558 -1.18701
H 3.27376 -2.43255 -0.94142
O 2.51906 -4.04412 -0.66840
C 2.60179 -5.01016 -1.68213
C 3.05851 -4.34177 -2.97813
O 2.17323 -3.29402 -3.33540
H 1.74955 -4.08867 -0.06296
H 3.37209 -5.76186 -1.41751
H 1.70344 -5.60221 -1.83795
H 2.93389 -5.15330 -3.71600
H 4.05458 -3.93071 -2.95734
H 2.38271 -2.48133 -2.79963
```

Partial atomic charges computed with the Mulliken method, in multiples of e: -0.5383, -0.6281, 0.1933, -0.4573, 0.3082, 0.2917, 0.3441, 0.0051, 0.2144, 0.2325, -0.5968, -0.6374, -0.3602, -0.4780, 0.5942, 0.2596, 0.3398, 0.2660, 0.3940, 0.2413, -0.5689, -0.6160, 0.7067, -0.5729, 0.3442, 0.3684, 0.3586, 0.3083, -0.6020, 0.3467, -0.4780, -0.2066, -0.0873, -0.3241, 0.2025, -0.0443, 0.3505, 0.0092, 0.4292, -0.1400, -0.3012, -0.1973, -0.5374, -0.5765, 0.2079, 0.0771, 0.5239, 0.1755, 0.2171, 0.3292, 0.3497, -0.0733, -0.9673, -0.5781, -0.2283, 0.2565, 0.2852, 0.3813, 0.4739, 0.4490, -0.5556, -0.5751, -0.3413, -0.3001, 0.3194, 0.2464, 0.4185, 0.3044, 0.3559, 0.1304, -0.4427, -0.4065, -0.3089, -0.6019, 0.2281, 0.2703, 0.3663, 0.3597, 0.0527, 0.4410


Record 2
Below is a cluster of 8 separate species, C16H48O16 in total in a non-equilibrium geometry, with properties calculated with wB97M-V/def2-TZVPD.

Properties
E: -1842.0914 Eh
Kohn-Sham gap: 10.23 eV
multiplicity: 1
ΔE to the lowest compared entry with this formula, charge and spin: 1.405 eV

Geometry as XYZ:
```
80
C16H48O16 | OMol25 | wB97M-V/def2-TZVPD
O 7.68136 10.65015 15.46990
C 7.58273 9.33032 15.96276
C 8.97812 8.73249 16.05859
O 9.56141 8.60509 14.75426
H 6.90040 10.91102 14.96572
H 7.16964 9.35553 16.99484
H 7.01055 8.72544 15.28259
H 8.95272 7.72160 16.45365
H 9.58263 9.45272 16.57262
H 9.56424 9.50588 14.38417
O 6.08111 11.10373 12.77630
C 6.95236 10.37471 11.95106
C 8.29885 11.05462 11.79752
O 9.33227 10.59811 12.71235
H 5.13809 10.89662 12.48441
H 7.07034 9.34978 12.41618
H 6.43500 10.32734 11.00188
H 8.15600 12.04958 11.89521
H 8.61268 10.91016 10.75271
H 9.79584 11.34313 13.19238
O 12.35826 12.84622 16.65641
C 11.03387 13.25123 16.54927
C 10.66622 13.61530 15.12152
O 10.80202 12.57783 14.16292
H 12.47202 11.98179 16.19577
H 10.33858 12.50691 16.86222
H 10.84027 14.16879 17.16118
H 11.24958 14.50115 14.80850
H 9.56133 13.87815 15.17521
H 11.75248 12.29319 14.14412
O 11.37600 8.06178 12.98668
C 11.17979 7.06125 11.94655
C 9.83275 7.30782 11.19852
O 9.81986 8.43637 10.36700
H 10.72474 7.94161 13.65175
H 12.06638 7.04757 11.31573
H 11.12593 6.04733 12.39711
H 9.02659 7.30383 12.00437
H 9.65092 6.42290 10.58992
H 10.53860 9.01348 10.64041
O 7.85608 17.79886 12.66006
C 7.93256 16.34360 12.66609
C 9.38002 15.74477 12.41824
O 9.97258 16.25412 11.20019
H 8.58737 18.06496 12.11484
H 7.56450 15.85781 13.58009
H 7.25829 16.04151 11.82328
H 9.39894 14.62879 12.43794
H 9.99169 16.12053 13.31940
H 10.84479 15.85733 11.08072
O 11.94270 13.83807 9.59456
C 12.58965 12.77692 10.24766
C 11.62765 12.02986 11.05287
O 12.26475 10.94384 11.70630
H 11.91959 13.64841 8.60223
H 13.10553 12.12387 9.55368
H 13.31710 13.30078 10.95391
H 10.81470 11.79466 10.43820
H 11.29854 12.76932 11.83752
H 11.44990 10.44087 12.02442
O 14.75420 13.66864 15.28718
C 14.41415 13.46169 14.01728
C 14.30178 12.01443 13.63945
O 13.26395 11.39210 14.49901
H 13.95900 13.45750 15.86726
H 13.43347 14.01141 13.85535
H 15.11383 13.91654 13.40973
H 15.27536 11.58042 13.88955
H 14.06973 11.95997 12.60754
H 13.13307 10.49279 14.21156
O 8.97552 13.36920 8.31300
C 9.18149 12.13563 7.64675
C 10.32245 12.21062 6.59343
O 11.60375 12.36703 7.26484
H 9.81306 13.50117 8.78133
H 9.31154 11.38053 8.36056
H 8.32840 11.98529 7.02768
H 10.15942 13.06014 5.89683
H 10.35982 11.31934 5.95187
H 12.34515 12.01133 6.74243
```

Partial atomic charges computed with the Mulliken method, in multiples of e: -0.4267, -0.3855, -0.5595, -0.5282, 0.2118, 0.3364, 0.3144, 0.4166, 0.2417, 0.0598, -0.5549, -0.7366, 0.1768, 0.5820, 0.3109, 0.1100, 0.5361, 0.4735, -0.2605, 0.0424, -0.6244, -0.7532, -0.2116, -0.1191, 0.3219, 0.3383, 0.3749, 0.2231, 0.2749, -0.2432, -0.3791, -0.7429, -0.2484, -0.4896, 0.4911, 0.3566, 0.3448, 0.1175, 0.4304, 0.3277, -0.5375, -0.4757, 0.3143, -0.5765, 0.3319, 0.3070, 0.2963, -0.1050, 0.1232, 0.2732, -0.5258, -0.7964, 1.5946, -0.6641, 0.4064, 0.4009, 0.0802, -0.1739, -0.3302, -0.0900, -0.6458, -0.4531, -0.0028, -0.5154, 0.5066, -0.0348, 0.5868, 0.4014, 0.0166, 0.1848, -0.5748, -0.0681, -0.4814, -0.4747, 0.2459, -0.0378, 0.4430, 0.2732, 0.3866, 0.2406


Record 3
Below is a structure of composition C16H49Fe2N3O14P in a non-equilibrium geometry, with properties calculated with wB97M-V/def2-TZVPD.

Properties
charge: +1
E: -4725.3604 Eh
Kohn-Sham gap (spin up / spin down): 8.69 / 8.27 eV
multiplicity: 9
ΔE to the lowest compared entry with this formula, charge and spin: 0.000 eV

Geometry as XYZ:
```
85
C16H49Fe2N3O14P | OMol25 | wB97M-V/def2-TZVPD
Fe 1.43949 -0.79596 -2.07131
Fe -0.76457 1.93864 -0.23912
P 0.03045 -0.46424 0.21545
O 0.42586 0.58727 -0.92032
O 0.31872 -1.72789 -0.63449
O -1.37588 0.14908 0.38632
O 1.01256 -0.21652 1.34759
C -1.46259 -1.44283 3.67511
O -0.22917 -0.72293 3.78149
H -2.16505 -0.86962 3.06463
H -1.34907 -2.38537 3.12266
H -1.83165 -1.70230 4.66207
H 0.05368 -0.54697 2.86416
C -2.30247 -4.20364 -0.55985
O -2.10387 -3.00832 -1.28834
H -1.44254 -4.88536 -0.64453
H -2.34711 -4.05475 0.52356
H -3.16180 -4.76490 -0.91630
H -1.33985 -2.56429 -0.88316
C -4.79861 -0.09538 1.03544
O -3.79554 -1.11203 1.01471
H -4.40020 0.78821 1.54184
H -4.95360 0.17026 -0.01584
H -5.70966 -0.45637 1.49685
H -2.94230 -0.73894 0.73328
C 1.59663 -3.61263 2.17264
O 0.84536 -4.03519 1.04011
H 1.42944 -4.37175 2.93773
H 2.67130 -3.58571 1.96574
H 1.30977 -2.64086 2.57040
H 0.55685 -3.25456 0.54052
C 4.39988 -0.74941 -0.67115
O 3.00481 -1.08292 -0.69015
H 4.67705 0.11355 -0.06977
H 4.95457 -1.62102 -0.32683
H 4.66906 -0.57095 -1.71160
H 2.60616 -0.97862 0.19221
C 1.10907 3.31655 2.39466
O 0.59714 2.43660 1.40940
H 0.80151 2.99479 3.39020
H 2.20172 3.35311 2.41376
H 0.76062 4.31907 2.15562
H 0.84479 1.49521 1.57577
C 3.09972 0.03330 4.05944
O 3.26883 -0.76041 2.90196
H 2.34283 -0.38413 4.72965
H 4.04843 0.17005 4.56929
H 2.69732 1.01239 3.76219
H 2.49154 -0.67294 2.33374
C -1.06479 -1.33332 -3.66681
O -0.01849 -0.68953 -3.46697
N -1.23345 -2.12061 -4.72417
C -0.28943 -2.05805 -5.83799
C -2.34988 -3.03375 -4.80594
H -1.95574 -1.35844 -3.02874
H 0.23999 -1.11611 -5.93012
H -0.86424 -2.16732 -6.75892
H 0.40135 -2.89822 -5.75765
H -2.01246 -4.03456 -5.08564
H -2.75548 -3.19426 -3.80464
H -3.18175 -2.79318 -5.46789
C 2.73166 1.55997 -3.88975
O 2.41124 0.60991 -3.17705
N 3.39893 2.62558 -3.44659
C 3.78847 3.71184 -4.33442
C 3.78734 2.72761 -2.05848
H 2.42612 1.58870 -4.94159
H 4.13415 4.58833 -3.79724
H 2.93666 3.97880 -4.96046
H 4.59639 3.38966 -4.99469
H 3.28010 3.54933 -1.54482
H 3.60941 1.83494 -1.46899
H 4.85211 2.96125 -1.97566
C -3.11420 3.33920 1.36471
O -2.14641 3.06966 0.64102
N -3.26123 2.92634 2.61851
C -4.31476 3.48376 3.43889
C -2.20665 2.21992 3.29815
H -3.97033 3.93220 1.03069
H -4.92437 2.67038 3.83402
H -4.94586 4.16111 2.86426
H -3.96828 4.08205 4.28350
H -2.59830 1.63025 4.13270
H -1.70513 1.44158 2.72650
H -1.50235 2.91657 3.75489
```

Partial atomic charges computed with the Mulliken method, in multiples of e: 0.7068, 0.8692, 2.9040, -0.9678, -1.2951, -1.2056, 0.1768, -0.2282, -0.5094, -0.0426, 0.1539, 0.3595, -0.0162, -0.7986, -0.3255, 0.3251, 0.2305, 0.3145, 0.2484, -0.3198, -0.4864, -0.1281, 0.2391, 0.3283, 0.3701, -0.3937, -0.5788, 0.3766, 0.2307, 0.0625, 0.3790, -0.8509, -0.2583, 0.2910, 0.2764, 0.3628, -0.0040, -1.0370, -0.0804, 0.3049, 0.3366, 0.3103, 0.2840, -0.5053, -0.5768, 0.1877, 0.3371, 0.0624, 0.2225, 0.1961, -0.8964, 0.1692, -0.9987, -0.8844, 0.6070, 0.2939, 0.3993, 0.3213, 0.3599, 0.2519, 0.3144, -0.0926, -0.5185, 0.2073, -1.0211, -0.7108, 0.4348, 0.3703, 0.3562, 0.3445, 0.3822, -0.0798, 0.4006, -0.0063, -0.5728, 0.3122, -0.9472, -0.8401, 0.3297, 0.3226, 0.3210, 0.3506, 0.4480, 0.0831, 0.3501


Question: Number 1 is which compound?
Answer: C16H48O16


Question: Among the records above, which one has the lowest ΔE to the lowest compared entry with this formula, charge and spin?
Answer: C16H49Fe2N3O14P


Question: The highest multiplicity belongs to which entry?
Answer: C16H49Fe2N3O14P


Question: Which of these has the highest multiplicity?
Answer: C16H49Fe2N3O14P